1.
DFT (the ωB97M-V functional and the def2-TZVPD basis) results for a structure of composition C24H33KN3O6.

Properties
Charge   +1
HOMO level   -10.24 eV
LUMO level   -2.04 eV
Relative energy (zero: lowest compared OMol25 entry of this formula, charge and spin)   40.80 kcal per mole

Each line ends with the Mulliken charge.
Atoms and positions in Å:
1 O -0.17686 1.96622 -1.56700  -0.20
2 H 1.29365 0.30122 -4.09827  0.52
3 H -1.11819 3.35996 -0.45444  0.31
4 H -2.94984 1.67397 -2.22229  0.29
5 H -2.53226 2.19051 2.15882  0.25
6 C -2.62374 2.03413 -1.24134  -0.64
7 H -4.90142 -7.30023 -8.92803  0.38
8 H 2.81845 -1.69840 -1.94720  0.28
9 H -3.39228 2.71129 -0.85553  0.47
10 H 1.42132 2.35799 -2.78294  0.27
11 H -3.33178 -0.42949 0.80156  0.26
12 O 0.22655 -1.80788 1.70586  -0.26
13 C -2.58993 -1.87480 -2.29000  -0.34
14 H 3.07608 1.11418 -0.78188  0.28
15 H 4.15334 -0.25640 -0.48939  0.46
16 H 1.53562 -2.92770 0.69301  0.19
17 C -3.64109 -5.64371 -6.28890  0.61
18 H -1.34913 -1.99582 2.95123  0.30
19 C 2.62514 -0.62222 -1.96915  -0.56
20 C 1.55534 -2.30364 1.58985  -0.69
21 H -0.64993 -5.09987 -2.69349  0.30
22 C -0.37714 -1.49642 2.95690  -0.53
23 H -3.53292 -9.09914 -7.96932  0.39
24 N -3.52352 -4.50934 -5.50587  -0.66
25 C -2.86229 -6.68088 -5.75871  0.70
26 C -1.24227 -4.19805 -2.61017  -0.98
27 K -0.15887 -0.07594 -0.09768  1.02
28 H -3.11247 -0.93794 -2.12934  0.37
29 C -0.56293 0.00459 3.19074  -0.75
30 C -1.30933 2.81099 -1.37922  -0.75
31 O -2.45916 0.89327 -0.41525  0.12
32 O 2.30638 -0.25363 0.47014  -0.27
33 C -4.33203 -7.10273 -8.02984  -0.50
34 H -0.28736 -0.10105 -3.41199  0.20
35 N -1.57399 -2.12463 -1.45829  0.14
36 H -1.15747 0.15590 4.09677  0.47
37 H 3.19673 -0.19446 -2.79983  0.48
38 C -3.54839 -8.13381 -7.48139  -0.41
39 H -4.99159 -5.06064 -7.86772  0.44
40 C -2.79931 -7.94457 -6.33874  -1.03
41 H -2.19624 -8.73979 -5.92093  0.38
42 H 0.41280 0.46952 3.35135  0.28
43 H -0.13325 2.27968 -3.62659  0.51
44 C -2.29791 -3.92866 -3.47238  0.80
45 H 0.20784 -1.90335 3.78863  0.50
46 C 0.68014 0.35571 -3.19284  -0.73
47 H -4.19306 1.11264 0.71578  0.48
48 C -2.50427 1.10024 2.06748  -0.48
49 C 0.46425 1.82805 -2.82823  -0.57
50 C -2.98512 -2.73006 -3.30029  -0.88
51 H 2.83278 -0.73636 2.37472  0.29
52 H -3.05483 0.67509 2.91240  0.50
53 C -0.92455 -3.27219 -1.62928  -0.13
54 H 3.57692 -1.76451 1.14235  0.50
55 C -3.20078 0.65519 0.77817  -0.84
56 H -0.10279 -3.46698 -0.94797  0.25
57 C -4.38918 -5.85498 -7.44858  -0.73
58 O 1.22750 -0.47362 -2.17046  -0.19
59 H -3.81295 -2.48335 -3.94968  0.52
60 H 1.80076 -2.95265 2.43713  0.47
61 C 3.11255 0.02790 -0.67244  -0.72
62 H -1.39386 3.53781 -2.19221  0.46
63 C 2.65397 -1.24742 1.42373  -0.56
64 H -1.70820 -6.62656 -3.96560  0.19
65 C -2.70735 -4.84225 -4.54551  0.07
66 O -1.13833 0.69992 2.08756  -0.27
67 N -2.26118 -6.13405 -4.64337  0.01


2.
DFT (the ωB97M-V functional and the def2-TZVPD basis) results for a structure of composition C24H33N2O2PdSbSe4Si.

Properties
Charge   0
HOMO level (alpha / beta)   -7.61 / -7.61 eV
LUMO level (alpha / beta)   -0.73 / -0.73 eV

Each line ends with the Mulliken charge.
Atoms and positions in Å:
1 H 4.63894 -0.28226 1.05835  0.28
2 C 2.97678 2.43298 -2.07397  -0.93
3 C -2.76735 1.86097 -1.43637  0.31
4 H 0.57249 4.99585 2.63194  0.44
5 H 3.95501 2.79451 -1.78300  0.43
6 C -2.04577 2.34781 1.67745  0.31
7 H -0.07436 -2.19541 -2.42768  0.36
8 H -5.33706 0.51859 -3.18617  0.38
9 H 2.18188 -0.62051 -2.10457  -0.21
10 H 3.30672 2.75717 -4.17047  0.40
11 Sb 1.62463 -4.77695 1.80896  0.72
12 C -1.42129 4.27972 2.96242  -0.65
13 H 2.33880 -3.22835 -2.15881  0.44
14 C 0.48092 1.48599 -2.80566  -0.32
15 H -2.01551 -1.42237 -1.33123  0.42
16 Pd 0.38680 -1.02111 0.93619  0.09
17 H -0.47678 -2.05273 3.63640  0.02
18 C 0.03998 -2.94947 -1.64275  -1.17
19 H -0.74090 0.72034 2.69427  -0.04
20 H -2.80390 1.62315 1.39949  0.58
21 C -2.33455 -1.46322 2.71979  -0.73
22 H -4.08990 -1.54821 -2.63654  0.44
23 Se 1.92266 -3.84446 4.13486  -0.44
24 H -1.76532 -2.96610 1.44063  -0.20
25 C 1.36633 1.92851 -3.77989  -0.79
26 H -2.91984 -0.54665 2.60132  0.30
27 N -2.00216 -1.97545 1.39446  -0.09
28 H -2.40460 2.83146 -1.11656  0.47
29 H -0.49274 1.12325 -3.11175  0.29
30 C -2.05144 0.70530 -1.09841  -0.05
31 H 0.61934 0.04013 3.30036  0.27
32 Se 2.20548 -2.28453 2.29287  -0.06
33 H -2.77497 -1.86313 0.75259  0.19
34 H 0.30313 -3.91292 -2.08423  0.36
35 H 2.42118 1.95160 -0.07693  0.27
36 H -4.46834 2.70905 -2.42463  0.42
37 C -3.93659 1.79846 -2.17931  -0.79
38 C -2.36436 3.32455 2.61098  -0.80
39 C -1.06561 -1.14451 3.50079  -0.23
40 C 0.82350 1.50319 -1.44867  0.39
41 H 3.81121 -1.31626 -2.17822  0.51
42 Si -0.41460 0.90366 -0.16875  2.08
43 H 3.00768 -3.10450 -0.53600  -0.04
44 C -3.72528 -0.58593 -2.29945  -0.94
45 H 1.12832 3.27854 0.98901  0.18
46 C 2.90993 -1.22550 -1.55872  -0.21
47 H -2.93544 -2.16153 3.31113  0.49
48 C -2.55398 -0.51114 -1.55529  -0.49
49 C 2.61514 2.40726 -3.41462  -0.64
50 Se 3.45490 -5.83944 0.75933  -0.54
51 C 0.14526 3.26638 1.44109  -0.65
52 H 5.26899 -0.46307 -0.59936  0.35
53 H -1.66539 5.04718 3.68531  0.37
54 C 4.51998 -0.81684 0.11795  -1.03
55 O 3.21513 -0.54159 -0.35597  0.26
56 C -0.78222 2.28900 1.07258  -0.04
57 H 4.67911 -1.88367 0.30765  0.31
58 N -0.23123 -0.15465 2.78203  -0.45
59 C -4.42248 0.57092 -2.60981  -0.55
60 H -0.88575 -3.07564 -1.08708  0.20
61 H 1.07620 1.90345 -4.82255  0.43
62 C 2.09427 1.97715 -1.10839  -0.15
63 O 1.03913 -2.56340 -0.70255  0.51
64 Se -0.67627 -5.27068 1.40359  -0.59
65 H -1.33180 -0.75574 4.48776  0.43
66 C 2.36619 -2.60149 -1.26491  -0.66
67 C -0.16679 4.24881 2.37211  -0.66
68 H -3.35143 3.34445 3.05560  0.43


3.
DFT (the ωB97M-V functional and the def2-TZVPD basis) results for a structure of composition C24H33N2Zr.

Properties
Charge   +1
HOMO level   -10.11 eV
LUMO level   -3.87 eV

Each line ends with the Mulliken charge.
Atoms and positions in Å:
1 H -2.21583 0.25780 -2.32164  -0.07
2 H -0.43161 4.12442 -1.78016  0.39
3 C 1.26103 -0.87147 -3.12908  -1.41
4 C -3.21983 0.56824 -2.67226  -0.83
5 H -1.71662 -3.12356 0.83559  0.34
6 H 1.90790 -1.57758 -3.67210  0.32
7 H 1.92062 2.75650 -4.94811  0.44
8 H 1.58261 -2.45217 2.56546  0.39
9 C 0.50877 3.03547 -3.34898  -0.34
10 N -0.09224 0.03567 3.24767  -0.22
11 C -0.07664 -2.03288 -1.21387  0.71
12 H -0.38528 -4.29552 0.80326  0.33
13 H -0.35432 2.91298 -4.00643  0.38
14 H 1.73529 0.11503 -3.17736  0.14
15 C 1.97838 -1.11603 -0.63331  1.08
16 C 3.37841 -0.62261 -0.73720  -1.99
17 H -0.94068 -3.72206 -2.25689  0.35
18 C 1.43112 -1.75493 0.52928  0.08
19 C 2.49907 2.32054 -1.67095  -0.80
20 H -0.35363 -0.94333 3.34560  0.14
21 H -3.02632 3.17539 -0.90444  0.15
22 C 1.79350 2.82688 -3.88015  -0.34
23 C -1.14464 -2.65779 -2.05085  -1.49
24 C 0.48327 2.10168 3.68263  -0.88
25 H -0.45785 -3.07868 2.08454  0.41
26 N 0.14400 0.60389 2.02948  0.45
27 H 2.76517 -1.19674 2.11615  0.32
28 C -3.92220 1.25947 -1.44707  0.52
29 H -3.04289 1.78054 0.49515  0.53
30 C -3.18054 0.96135 -0.22629  -0.55
31 C 0.15740 -2.30545 0.17348  1.20
32 H 3.64855 -0.07310 0.17443  0.38
33 H -2.12530 -2.61731 -1.56201  0.37
34 C -0.63956 -3.24237 1.01397  -1.77
35 H 0.31210 -0.82127 -3.67540  0.31
36 C 2.21821 -2.07794 1.75283  -1.67
37 H 3.49921 0.05303 -1.58845  0.52
38 C 1.16222 2.30595 -1.21271  0.02
39 H -4.56261 3.57655 -1.72482  0.34
40 C 1.03528 -1.27014 -1.71121  0.37
41 H -0.04159 0.62759 5.29603  0.46
42 Zr 0.01625 0.26634 -0.10594  1.09
43 H 0.71308 3.02007 4.19875  0.44
44 C 0.51443 1.90635 2.30983  -0.51
45 C 0.09995 0.89591 4.25386  -0.10
46 H -2.68476 -1.11673 -0.59977  0.37
47 H -2.98004 1.33642 -3.41616  0.30
48 H -3.17372 2.95317 -2.62029  0.18
49 C -2.43801 -0.25577 0.04219  -1.09
50 C 2.84004 2.68833 -2.98919  -0.75
51 C 0.43070 3.46300 -1.98504  -0.63
52 H 0.77647 2.58537 1.50393  0.55
53 C -3.73778 2.83449 -1.67905  -0.89
54 H 3.34869 2.01923 -1.06324  0.79
55 H 4.11414 -1.43463 -0.85562  0.33
56 H 2.97092 -2.85904 1.54942  0.36
57 H -2.40686 -0.57615 1.09922  0.50
58 H -3.64526 -0.30326 -3.23326  0.30
59 H 3.87086 2.68703 -3.35655  0.35
60 H -1.23324 -2.15217 -3.01970  0.30


Number 1: strongest force on any atom 0.48 eV Å⁻¹. Number 2: strongest force on any atom 0.51 eV Å⁻¹. Number 3: strongest force on any atom 5.70 eV Å⁻¹.